Here is a cluster of 5 separate species, C27H46BCl8N3O10PS in total from OMol25. Energies are from ωB97M-V/def2-TZVPD.

Calculated values
- LUMO energy: -5.06 eV
- 2S+1: 1
- Orbital gap: 6.36 eV
- Largest force on an atom: 4.04 eV Å⁻¹
- Charge: +1
- E_HOMO: -11.42 eV
- Energy: -6418.746944 a.u.

The geometry in XYZ format:
```
97
C27H46BCl8N3O10PS, DFT ωB97M-V/def2-TZVPD
C 2.6866 3.7180 1.2072
C 3.3738 2.9397 -0.0133
C 4.2412 1.7773 0.6264
C 3.8347 0.3243 0.1611
C 2.3851 -0.0936 0.6152
N 2.2305 -0.4892 1.9315
C 1.0423 -0.9252 2.4951
P 1.1593 -1.4558 4.2775
O 0.6257 -0.4858 5.2532
O 0.5606 -2.9914 4.5388
O 2.7980 -1.6113 4.6375
C -0.1690 -0.9631 1.6526
C -1.4691 -1.3967 2.2070
O -1.6834 -1.7426 3.5356
C -2.3282 -0.6586 4.2893
C -1.7317 0.7843 4.0411
C -2.5961 1.7248 3.1313
O -1.6674 1.4257 5.3466
C -2.6448 -1.4904 1.3224
C -3.9918 -2.0137 1.9058
S -5.3086 -0.7586 2.1788
O -5.0075 0.5699 1.6676
O -6.5536 -1.3220 1.6375
C -2.5809 -1.1391 -0.1501
B -3.8894 -1.3231 -1.0791
O -3.7773 -2.3066 -2.1259
N -5.1439 -0.5724 -0.9877
C -6.2383 -1.5118 -1.3789
C -5.1949 0.6129 -1.8728
C -1.2921 -0.6474 -0.7047
N -1.2678 -0.3191 -2.0985
C -1.7877 1.0228 -2.4295
C -2.5619 0.8904 -3.8277
C -0.1013 -0.5662 0.1996
C 1.2326 -0.1109 -0.3098
C 1.5208 0.3399 -1.7662
C 1.5907 -0.9175 -2.7166
O 1.4483 -0.8258 -3.8960
O 1.8102 -2.1580 -2.0655
H 1.9027 4.4422 0.8777
H 3.5105 4.2931 1.7087
H 2.3101 2.9364 1.9228
H 2.6255 2.6029 -0.7727
H 4.0756 3.6800 -0.4844
H 4.1685 1.8438 1.7423
H 5.3038 1.9379 0.2828
H 4.5328 -0.3942 0.6927
H 3.9966 0.1299 -0.9327
H 3.0723 -0.4499 2.5233
H 0.1662 -3.3267 3.7063
H 3.1762 -2.2271 3.9755
H -2.1187 -0.8997 5.3712
H -3.4448 -0.6490 4.1848
H -0.6856 0.8056 3.6541
H -2.5987 1.2672 2.0944
H -3.6676 1.7607 3.4513
H -2.1887 2.7579 3.0092
H -2.5603 1.3314 5.7325
H -3.8507 -2.5455 2.8933
H -4.4417 -2.7988 1.2299
H -5.5202 -0.6843 3.5557
H -3.7724 -3.2007 -1.7393
H -6.2504 -1.6093 -2.5027
H -6.0842 -2.5332 -0.9297
H -7.2142 -1.1292 -0.9835
H -5.0543 0.3783 -2.9606
H -6.2429 1.0318 -1.7819
H -4.5217 1.4249 -1.4899
H -1.6319 -1.0590 -2.6958
H -2.4462 1.4582 -1.6261
H -0.9858 1.7948 -2.6193
H -3.1049 -0.0872 -3.9081
H -1.7708 0.9002 -4.6219
H -3.2843 1.7430 -3.9195
H 2.4554 0.9340 -1.9023
H 0.6878 0.9748 -2.1784
H 2.7786 -2.2968 -2.1392
C 4.6518 0.8347 5.5265
Cl 6.4163 0.8903 5.4679
Cl 3.9350 1.9334 4.3344
H 4.3241 -0.1756 5.3155
H 4.3211 1.1304 6.5185
C -0.1045 -1.5728 -6.5912
Cl -1.7789 -1.0014 -6.5949
Cl 0.9040 -0.6234 -7.6872
H 0.2933 -1.4868 -5.5861
H -0.0878 -2.6125 -6.9086
C 6.9087 3.7326 -2.3492
Cl 6.8887 4.1636 -0.6348
Cl 5.3533 3.0642 -2.8674
H 7.1194 4.6240 -2.9335
H 7.6836 2.9894 -2.5160
C 3.5318 -3.1001 -5.2150
Cl 5.1420 -2.6553 -4.6297
Cl 3.6268 -4.2500 -6.5509
H 2.9748 -3.5536 -4.3991
H 3.0212 -2.2033 -5.5563
```

Now the Mulliken charges, all in e: C -1.0279; C 0.0228; C 0.2467; C -1.5696; C -0.0290; N 0.3890; C 0.1349; P 1.0795; O -0.6172; O -0.5567; O -0.5546; C 0.1462; C 0.6628; O -0.6383; C -0.6600; C 0.8522; C -0.9962; O -0.5881; C -0.6118; C -1.6261; S 0.9828; O -0.5064; O -0.6755; C 1.1914; B 0.8019; O -0.5690; N 0.1481; C -1.0757; C -0.9467; C -2.1651; N 0.1324; C 0.1199; C -1.4040; C 0.7325; C 0.7710; C -0.7276; C 0.4807; O -0.5832; O -0.4945; H 0.3457; H 0.3220; H 0.0821; H -0.0092; H 0.2155; H -0.3491; H 0.3475; H 0.5097; H 0.4126; H 0.4263; H 0.4238; H 0.2866; H 0.5672; H 0.0338; H -0.1391; H 0.0525; H 0.3319; H 0.3860; H 0.4114; H 0.5243; H 0.6119; H 0.1906; H 0.3658; H 0.3510; H 0.3483; H 0.2951; H 0.2359; H 0.4306; H 0.2453; H 0.5532; H 0.1556; H 0.2967; H 0.1893; H 0.4818; H 0.3074; H 0.2393; H -0.3504; H 0.3645; C 0.1203; Cl -0.1673; Cl -0.0885; H -0.1794; H 0.3868; C 0.6311; Cl -0.1698; Cl -0.1684; H -0.5418; H 0.3541; C -0.3301; Cl -0.1306; Cl -0.1016; H 0.3411; H 0.2724; C 0.1131; Cl -0.1732; Cl -0.1628; H 0.1568; H 0.0725



Here is a structure of composition C27H46BrFeNOP2S from OMol25. Energies are from ωB97M-V/def2-TZVPD.

Calculated values
- Energy above the lowest of the compared OMol25 structures with the same formula, charge and spin: 3.48 kJ/mol
- LUMO energy (spin up / spin down): -5.90 / -8.80 eV
- 2S+1: 5
- Orbital gap (spin up / spin down): 6.81 / 4.28 eV
- Largest force on an atom: 3.20 eV Å⁻¹
- Charge: +2
- E_HOMO (spin up / spin down): -12.71 / -13.09 eV
- Energy: -6104.270478 a.u.

The geometry in XYZ format:
```
80
C27H46BrFeNOP2S, DFT ωB97M-V/def2-TZVPD
N -6.0710 4.4038 -4.4327
C -5.8122 4.7814 -3.1831
C -4.8919 4.1081 -2.3765
C -4.2429 2.9449 -2.8764
C -4.4708 2.6177 -4.2340
C -5.4456 3.3477 -4.9403
C -3.3150 2.2391 -2.0113
Fe -1.0494 0.3021 -1.2314
P 4.5954 -0.7708 0.2403
C -2.0202 1.8211 -2.3373
C -1.0308 2.3061 -1.3298
C 0.3353 2.5654 -1.5873
C 1.2387 2.5589 -0.5188
C 0.7798 2.4226 0.8106
C -0.5635 2.1053 1.0825
C -1.4513 1.8750 0.0160
Br 1.9453 2.5107 2.2445
H -3.4908 2.4505 -0.9539
H -1.7364 1.5797 -3.3711
H -4.6994 4.4818 -1.3733
H -3.9602 1.7796 -4.7030
H -6.3384 5.6614 -2.8045
H -5.6928 3.0633 -5.9640
H 0.5914 2.8865 -2.5992
H -2.4566 1.4755 0.2797
H 2.2999 2.6818 -0.7151
H -0.9907 2.1847 2.0708
P -0.7869 -1.7340 -0.1572
C 4.3750 1.0380 0.3124
C 5.6833 1.7795 0.0250
H 4.0151 1.2755 1.3272
H 3.5724 1.3026 -0.3853
H 5.5810 2.8405 0.2840
H 6.4992 1.3531 0.6241
H 5.9549 1.7060 -1.0358
C 3.9700 -1.4324 -1.3388
C 5.0611 -2.2127 -2.0751
H 3.6174 -0.5819 -1.9249
H 3.1225 -2.0732 -1.0970
H 4.8028 -2.3330 -3.1302
H 6.0310 -1.7042 -2.0196
H 5.1838 -3.2132 -1.6454
C 3.5755 -1.3671 1.6389
C 4.4447 -1.8842 2.8017
H 2.9337 -2.1658 1.2372
H 2.9540 -0.5191 1.9579
H 3.8548 -2.5575 3.4357
H 5.3223 -2.4378 2.4351
H 4.8021 -1.0570 3.4290
C -0.4841 -2.7803 1.3196
C -1.3208 -4.0555 1.3334
H -0.6736 -2.1658 2.2072
H 0.5807 -3.0527 1.3204
H -2.3587 -3.8813 1.6179
H -1.3284 -4.5756 0.3722
H -0.9358 -4.7824 2.0503
C 0.2723 -2.5792 -1.3967
C -0.3136 -2.7645 -2.7999
H 0.6071 -3.5422 -0.9681
H 1.1469 -1.8908 -1.4067
H -1.1107 -3.5279 -2.8151
H -0.7054 -1.8075 -3.1923
H 0.4894 -3.0946 -3.4772
C -2.5303 -2.0889 -0.6766
C -3.4896 -1.5776 0.4024
H -2.6357 -3.1753 -0.8494
H -2.7246 -1.5944 -1.6509
H -4.1935 -0.8614 -0.0407
H -4.0796 -2.3839 0.8620
H -2.9498 -1.0699 1.2185
C -0.4154 -0.8895 5.5114
S -1.7252 -0.0091 4.6394
C -0.9614 1.6234 4.5734
O -1.7692 -0.5317 3.2312
H -0.4031 -0.5300 6.5455
H 0.5374 -0.6955 5.0086
H -0.6693 -1.9527 5.4817
H -0.0473 1.5771 3.9573
H -1.6991 2.3031 4.1232
H -0.7351 1.9507 5.5983
```

Now the Mulliken charges, all in e: N -0.5459; C -0.3626; C -0.5210; C 0.3992; C -0.3586; C -0.3672; C -0.3303; Fe -0.0972; P 0.1416; C 0.1527; C -0.0671; C -0.7768; C -0.5220; C 0.3140; C -0.7634; C -0.4721; Br -0.1503; H 0.3848; H 0.7627; H 0.3872; H 0.3761; H 0.3680; H 0.3708; H 0.5653; H 0.3603; H 1.0067; H 0.1233; P 0.8761; C 0.8073; C -1.4257; H 0.0587; H -0.4191; H 0.3957; H 0.3960; H 0.3784; C 0.1843; C -1.3346; H 0.5035; H -0.1656; H 0.4006; H 0.3744; H 0.3617; C 0.4362; C -1.4006; H 0.0255; H 0.0811; H 0.3915; H 0.3974; H 0.3643; C 0.3448; C -1.4461; H -0.0737; H 0.2221; H 0.2982; H 0.3110; H 0.4536; C -0.1180; C -1.3153; H 0.6302; H -0.2290; H 0.3070; H 0.1941; H 0.4563; C -1.0085; C -1.1712; H 0.5783; H 0.6801; H 0.3059; H 0.3392; H 0.1776; C -0.8953; S 0.2863; C -0.3745; O -0.4679; H 0.4252; H 0.1797; H 0.3329; H -0.3083; H 0.3161; H 0.5040